Entry from the Open Molecules 2025 dataset: C14H28N6O6PtSe as an isolated structure at a distorted geometry (ωB97M-V/def2-TZVPD).

The geometry in XYZ format:
```
56
Properties=species:S:1:pos:R:3:forces:R:3:mulliken_spin:R:1
C 0.37292 2.89596 0.84521 0.058 -0.687 -0.745 -0.026
H 1.24369 -4.34143 2.97263 -0.008 0.207 0.001 0.000
C 0.94025 -3.30498 2.95084 -0.092 0.349 0.054 0.003
H 2.22296 -2.11451 4.31742 -0.073 -0.039 -0.119 0.000
C -1.01055 -3.71941 1.38505 -0.022 -0.223 -0.289 0.014
C 0.90266 1.41203 -2.14122 0.906 0.260 -0.518 0.001
O -2.07162 1.75356 -3.48869 0.068 0.383 -0.662 0.002
H 0.36222 2.65503 -2.37980 0.382 -1.485 0.611 -0.003
H 1.95825 1.55671 -1.88507 0.092 -0.696 0.105 0.001
Pt -0.09723 0.47369 -0.62521 0.733 -1.055 1.002 -0.052
N 0.65278 -1.13045 3.21884 -0.670 -0.497 -0.211 0.007
C 1.59238 -3.45426 -1.12081 0.061 -0.357 -0.266 -0.005
N -0.99697 -0.84384 -1.82365 1.059 -0.176 0.224 0.263
H -0.36991 -3.71311 -3.25179 -0.198 -0.007 0.069 0.001
C -1.11029 -3.13603 -2.68564 0.129 -0.424 -0.243 -0.005
N 0.92495 1.66441 0.62924 0.026 0.315 0.209 0.212
H 2.33091 -3.40624 -0.31291 -0.255 0.064 -0.214 0.004
H 0.93441 -4.31844 -0.95760 0.161 0.104 -0.022 0.002
H 1.43221 3.59811 2.55939 0.025 0.033 -0.105 -0.004
C 0.74875 0.19883 3.79680 0.210 0.244 0.241 0.004
H -1.32734 5.07183 0.82594 -0.156 -0.036 -0.093 0.002
H 1.73346 0.63313 3.58527 -0.298 -0.107 -0.047 0.002
H -1.89569 4.57739 -0.79498 0.065 -0.142 0.241 0.007
N 1.13436 -1.10169 -0.53774 -0.482 -0.155 -0.565 0.265
H -2.10593 0.34728 -2.85200 -0.009 -1.045 0.635 0.004
O -2.15333 -0.62365 -2.45674 -0.982 1.171 -1.012 0.032
C 1.41616 -2.21691 3.60909 -0.205 -0.148 -0.307 -0.002
H 2.10620 4.13390 1.01133 -0.141 -0.180 0.043 -0.004
H -0.75846 -4.76857 1.58342 -0.073 0.309 -0.021 0.001
H 0.29495 4.06486 -3.20994 -0.461 -0.148 0.178 0.001
H 0.60753 0.14261 4.88616 -0.033 -0.030 -0.335 0.000
H -1.44338 2.52819 -3.27758 -0.109 -0.497 -0.051 0.000
C -0.42892 -2.05092 -1.93597 0.234 0.541 0.510 0.101
H -2.05307 -3.52060 1.66184 0.315 -0.052 -0.035 0.000
H -1.85766 -2.73161 -3.37560 0.221 -0.079 0.234 0.005
H 2.12688 -3.63549 -2.06473 -0.037 0.002 0.225 0.008
H -1.61494 -3.82254 -1.98757 0.024 0.093 -0.229 0.006
O -0.27020 3.49383 -2.66277 -1.137 2.730 -0.985 0.018
C 1.17451 3.92265 1.54746 -0.201 0.432 0.296 0.012
O 2.04122 1.33272 1.16228 -0.782 0.585 -0.425 0.309
H -0.89179 -3.51013 0.31123 -0.026 0.016 0.383 -0.012
H 2.34007 -0.19667 0.60588 -0.105 -0.981 -0.420 -0.003
C -1.77098 4.25742 0.25017 -0.048 0.580 0.370 0.012
H 0.59477 4.84538 1.60484 0.184 -0.060 0.104 0.001
C -0.89924 3.06720 0.27714 -0.131 -0.421 -0.550 0.105
O 2.27237 -1.13915 0.21366 0.506 0.980 0.620 0.034
C -0.32136 -1.53583 2.34627 1.091 -0.475 0.099 0.018
N -1.38533 1.98748 -0.43721 -0.404 -0.490 0.027 0.057
H 0.77540 0.87744 -3.08837 0.226 -0.447 0.293 0.000
H -2.10974 1.66719 -4.45450 0.110 0.157 0.446 0.000
Se -1.57779 -0.50433 1.46488 -0.484 -0.207 0.508 0.022
O -2.57801 1.91654 -0.78942 0.926 0.665 0.365 0.387
N -0.12029 -2.87620 2.16941 -0.183 0.677 0.371 0.004
H -2.76561 4.02548 0.65703 0.286 0.021 -0.127 0.009
C 0.78551 -2.20398 -1.20713 -0.499 0.578 0.061 0.187
H -0.03711 0.82011 3.35593 0.207 -0.148 0.072 -0.004
```
Positions in Å, forces in eV/Å.

## Properties
E_LUMO (spin up / spin down)	-0.460 / -1.363	eV
charge	0
multiplicity	3
orbital gap (spin up / spin down)	5.02 / 4.90	eV
calculated total energy	-3850.68045	Ha
<S²>	2.08
relative energy (zero: lowest compared OMol25 entry of this formula, charge and spin)	0.0	kcal/mol